No. 1
{"formula": "C8H10BrOP", "method": "ωB97M-V/def2-TZVPD", "elements": ["C", "C", "C", "C", "C", "C", "C", "C", "O", "P", "Br", "H", "H", "H", "H", "H", "H", "H", "H", "H", "H"], "positions_angstrom": [[3.332, 0.929, -0.358], [2.242, 1.609, 0.035], [3.339, -0.459, -0.351], [1.106, 0.870, 0.396], [2.271, -1.168, 0.106], [1.131, -0.491, 0.530], [-3.615, 0.195, -0.408], [-0.057, -1.368, 0.794], [-2.330, -0.141, 0.071], [-1.316, -1.189, -0.574], [-7.118, 1.294, -0.125], [4.060, 1.591, -0.713], [2.298, 2.732, -0.159], [4.256, -0.847, -0.735], [0.086, 1.439, 0.623], [2.350, -2.196, 0.045], [-3.870, 0.968, 0.135], [-4.267, -0.601, -0.380], [-3.511, 0.451, -1.576], [-0.573, -1.234, 1.860], [0.183, -2.385, 0.784]], "mulliken_charge": [-0.281, -0.557, -0.722, 0.085, -0.469, 0.540, -0.690, -0.871, -0.140, -0.118, -0.011, 0.371, 0.252, 0.350, 0.164, 0.376, 0.282, 0.356, 0.288, 0.339, 0.457], "e_homo_ha": [-0.3223, -0.2575]}

---

No. 2
{"formula": "C28H28N3O3STi", "method": "ωB97M-V/def2-TZVPD", "elements": ["Ti", "C", "C", "C", "C", "C", "C", "C", "H", "H", "H", "H", "H", "H", "H", "H", "C", "C", "C", "C", "C", "C", "N", "N", "C", "C", "C", "C", "C", "N", "H", "H", "H", "H", "H", "H", "H", "H", "H", "C", "O", "C", "C", "H", "H", "H", "H", "H", "H", "O", "C", "O", "C", "C", "C", "C", "S", "C", "C", "H", "H", "H", "H", "H"], "positions_angstrom": [[-0.083, 0.215, 0.075], [-0.081, -1.295, 3.929], [0.774, -1.387, 2.699], [0.187, -1.694, 1.458], [1.007, -1.807, 0.305], [2.393, -1.564, 0.417], [2.944, -1.245, 1.639], [2.139, -1.180, 2.780], [0.390, -1.798, 4.775], [-1.069, -1.721, 3.753], [-0.208, -0.241, 4.187], [-0.831, -2.064, 1.439], [0.647, -2.352, -0.555], [3.025, -1.721, -0.448], [4.009, -1.069, 1.729], [2.582, -0.934, 3.738], [-4.744, -3.056, -0.210], [-3.406, -3.243, -0.524], [-2.501, -2.198, -0.453], [-2.901, -0.916, -0.035], [-4.271, -0.731, 0.243], [-5.163, -1.782, 0.161], [-1.981, 0.107, 0.086], [-2.546, 1.368, 0.286], [-1.728, 2.353, 0.021], [-2.146, 3.718, 0.147], [-1.294, 4.718, -0.191], [0.007, 4.413, -0.670], [0.371, 3.100, -0.747], [-0.444, 2.079, -0.417], [-5.450, -3.876, -0.260], [-3.057, -4.219, -0.841], [-1.480, -2.355, -0.773], [-4.595, 0.258, 0.529], [-6.210, -1.611, 0.386], [-3.140, 3.910, 0.528], [-1.598, 5.754, -0.091], [0.710, 5.191, -0.933], [1.377, 2.823, -1.047], [-0.978, -0.337, -3.944], [-0.803, -0.561, -2.554], [0.265, -0.078, -1.867], [1.424, 0.430, -2.670], [-0.885, 0.722, -4.193], [-1.989, -0.667, -4.173], [-0.267, -0.916, -4.541], [1.734, -0.285, -3.442], [2.270, 0.609, -2.004], [1.183, 1.378, -3.168], [4.948, 5.474, 5.876], [5.170, 4.957, 4.631], [6.257, 5.125, 4.140], [4.066, 4.215, 4.009], [4.339, 3.429, 2.884], [3.364, 2.670, 2.278], [2.042, 2.658, 2.767], [0.794, 1.675, 2.132], [1.758, 3.496, 3.867], [2.740, 4.241, 4.473], [4.078, 5.204, 6.183], [5.355, 3.427, 2.509], [3.605, 2.063, 1.415], [0.736, 3.538, 4.222], [2.451, 4.886, 5.298]], "mulliken_charge": [-0.670, -1.827, 0.640, -0.140, -0.370, -0.769, -0.586, -0.270, 0.455, 0.359, 0.289, 0.572, 0.615, 0.414, 0.400, 0.335, -0.545, -0.795, 0.113, 0.376, -0.721, -0.471, 0.840, -1.046, 0.263, -0.835, -0.195, -0.947, -0.073, 0.514, 0.378, 0.371, 0.193, 0.409, 0.364, 0.480, 0.360, 0.391, 0.312, -0.971, -0.153, 1.038, -1.859, 0.336, 0.279, 0.323, 0.495, 0.320, 0.403, -0.498, 0.681, -0.601, 0.794, -0.676, -0.441, 0.754, -0.046, -1.198, -0.835, 0.281, 0.418, 0.375, 0.411, 0.189], "total_charge": -1, "e_homo_ha": [-0.1266, -0.1153]}

---

No. 3
{"formula": "C10H40F2NO14S2", "method": "ωB97M-V/def2-TZVPD", "elements": ["N", "S", "O", "O", "F", "S", "O", "O", "F", "C", "O", "H", "H", "H", "H", "C", "O", "H", "H", "H", "H", "C", "O", "H", "H", "H", "H", "C", "O", "H", "H", "H", "H", "C", "O", "H", "H", "H", "H", "C", "O", "H", "H", "H", "H", "C", "O", "H", "H", "H", "H", "C", "O", "H", "H", "H", "H", "C", "O", "H", "H", "H", "H", "C", "O", "H", "H", "H", "H"], "positions_angstrom": [[-15.544, -9.194, -0.481], [-16.398, -9.857, 0.530], [-17.672, -10.438, 0.148], [-16.240, -9.352, 1.883], [-15.610, -11.263, 0.495], [-16.565, -7.819, -0.620], [-16.883, -7.075, 0.627], [-17.510, -7.767, -1.673], [-15.413, -6.872, -1.338], [-12.381, -10.542, -5.566], [-13.628, -11.116, -5.127], [-12.751, -10.144, -6.511], [-11.988, -9.689, -5.014], [-11.581, -11.223, -5.855], [-13.803, -10.733, -4.265], [-20.155, -4.090, 6.234], [-21.130, -3.281, 6.920], [-19.245, -3.529, 6.026], [-19.923, -4.919, 6.903], [-20.545, -4.539, 5.321], [-21.897, -3.847, 7.033], [-20.208, 0.013, 0.298], [-19.447, 1.180, 0.074], [-20.470, -0.082, 1.352], [-21.150, 0.002, -0.249], [-19.643, -0.914, 0.199], [-19.940, 1.899, 0.476], [-20.082, -17.019, 1.271], [-21.016, -15.981, 1.323], [-20.401, -17.870, 1.873], [-19.969, -17.335, 0.234], [-19.127, -16.638, 1.635], [-20.664, -15.115, 1.542], [-11.229, -7.081, 6.690], [-10.174, -6.252, 6.321], [-11.981, -6.827, 5.943], [-11.057, -8.157, 6.670], [-11.592, -6.756, 7.666], [-10.268, -5.956, 5.412], [-20.360, -8.340, -8.243], [-19.918, -7.057, -7.837], [-20.916, -8.308, -9.180], [-19.543, -9.040, -8.417], [-20.997, -8.778, -7.475], [-19.716, -7.174, -6.906], [-20.391, -13.110, 7.208], [-21.203, -11.967, 7.243], [-20.229, -13.464, 8.226], [-20.873, -13.889, 6.619], [-19.429, -12.917, 6.733], [-21.482, -11.789, 8.144], [-9.795, -13.370, 0.184], [-9.997, -12.187, -0.544], [-10.491, -14.121, -0.191], [-8.834, -13.816, -0.074], [-9.964, -13.306, 1.259], [-10.910, -11.896, -0.489], [-9.447, -3.999, -0.582], [-9.881, -5.111, 0.264], [-10.295, -3.439, -0.978], [-8.843, -3.361, 0.063], [-8.879, -4.356, -1.441], [-10.476, -5.682, -0.228], [-23.899, -8.950, 1.852], [-25.349, -8.819, 1.915], [-23.481, -8.538, 0.934], [-23.534, -8.444, 2.747], [-23.646, -9.989, 2.062], [-25.574, -9.171, 2.779]], "mulliken_charge": [-0.187, 1.041, -0.612, -0.574, -0.322, 1.057, -0.543, -0.541, -0.319, -0.557, -0.497, 0.238, 0.271, 0.229, 0.315, -0.471, -0.504, 0.214, 0.232, 0.235, 0.294, -0.534, -0.486, 0.239, 0.244, 0.241, 0.297, -0.428, -0.518, 0.193, 0.199, 0.231, 0.324, -0.445, -0.512, 0.230, 0.203, 0.197, 0.327, -0.518, -0.495, 0.217, 0.244, 0.236, 0.316, -0.458, -0.495, 0.236, 0.198, 0.210, 0.309, -0.532, -0.494, 0.248, 0.226, 0.244, 0.308, -0.454, -0.501, 0.240, 0.190, 0.230, 0.295, -0.460, -0.509, 0.222, 0.225, 0.230, 0.291], "total_charge": -1, "e_homo_ha": -0.2500}

---

No. 4
{"formula": "C16H31NO6Rb", "method": "ωB97M-V/def2-TZVPD", "elements": ["Rb", "O", "C", "O", "O", "H", "C", "C", "C", "C", "C", "C", "N", "O", "C", "C", "C", "H", "H", "H", "H", "H", "H", "H", "H", "H", "H", "H", "H", "H", "H", "H", "H", "H", "H", "C", "C", "O", "C", "H", "H", "H", "H", "H", "H", "C", "C", "O", "C", "H", "H", "H", "H", "H", "H"], "positions_angstrom": [[1.485, 1.410, 1.234], [4.472, 2.280, 4.315], [4.294, 3.231, 3.398], [3.473, 3.112, 2.485], [4.950, 4.292, 3.517], [5.007, 2.841, 4.880], [-3.210, -0.934, 2.325], [-3.200, -1.155, 0.778], [-4.724, -0.991, 0.296], [-5.036, -0.982, -1.220], [-4.075, 0.006, -2.042], [-2.581, 0.067, -1.623], [-2.358, -0.208, -0.131], [-1.033, 0.122, 0.332], [-2.154, 1.462, -2.105], [-1.879, -1.005, -2.499], [-2.780, -2.656, 0.529], [-2.203, -0.934, 2.743], [-3.760, -1.675, 2.905], [-3.704, -0.003, 2.605], [-4.951, 0.006, 0.672], [-5.486, -1.647, 0.718], [-6.026, -0.700, -1.577], [-4.835, -1.981, -1.607], [-4.569, 0.968, -2.178], [-4.137, -0.333, -3.076], [-2.615, 2.325, -1.626], [-2.273, 1.514, -3.188], [-1.121, 1.703, -1.852], [-2.371, -1.962, -2.322], [-0.814, -1.058, -2.270], [-2.043, -0.753, -3.547], [-1.694, -2.725, 0.597], [-3.022, -2.990, -0.480], [-3.158, -3.435, 1.190], [1.739, 1.653, -3.120], [2.968, 2.013, -2.428], [3.006, 2.177, -1.211], [4.209, 2.269, -3.313], [1.077, 0.998, -2.554], [2.048, 1.071, -3.989], [1.291, 2.552, -3.542], [4.055, 1.592, -4.153], [5.179, 2.209, -2.819], [4.028, 3.289, -3.652], [3.816, -1.515, 4.211], [3.334, -1.436, 2.782], [2.308, -0.915, 2.485], [4.188, -2.076, 1.612], [3.000, -1.255, 4.886], [4.551, -0.727, 4.370], [4.249, -2.482, 4.467], [3.743, -1.682, 0.698], [4.101, -3.157, 1.502], [5.239, -1.787, 1.595]], "mulliken_charge": [0.948, -0.409, 0.566, -0.630, -0.772, 0.260, -1.643, 1.389, -1.120, -0.788, -1.378, 1.647, 0.135, -0.708, -1.531, -1.731, -1.621, 0.294, 0.380, 0.381, 0.395, 0.383, 0.383, 0.317, 0.529, 0.346, 0.413, 0.408, 0.140, 0.401, 0.247, 0.414, 0.288, 0.264, 0.415, -0.741, 0.667, -0.485, -1.128, 0.014, 0.394, 0.330, 0.358, 0.313, 0.308, -1.040, 0.646, -0.464, -0.969, 0.278, 0.264, 0.345, 0.251, 0.312, 0.337], "total_charge": -1, "e_homo_ha": -0.0843}

---

No. 5
{"formula": "C2H3ClN2", "method": "ωB97M-V/def2-TZVPD", "elements": ["C", "C", "N", "N", "Cl", "H", "H", "H"], "positions_angstrom": [[1.007, -0.177, -0.202], [-0.221, 0.635, -0.102], [-0.972, 1.535, 0.347], [-1.555, 0.259, -0.303], [-2.264, -0.968, 0.748], [1.221, -0.737, -1.148], [0.958, -0.929, 0.668], [1.826, 0.383, -0.010]], "mulliken_charge": [-0.865, 0.678, -0.367, -0.171, -0.141, 0.279, 0.250, 0.337], "e_homo_ha": -0.3559, "smiles": "CC1=NN1Cl"}

---

No. 6
{"formula": "C8H14", "method": "ωB97M-V/def2-TZVPD", "elements": ["C", "C", "C", "C", "C", "C", "C", "C", "H", "H", "H", "H", "H", "H", "H", "H", "H", "H", "H", "H", "H", "H"], "positions_angstrom": [[-1.171, 2.920, -1.910], [-1.612, 1.581, -1.308], [-0.351, 0.743, -1.087], [-0.369, -0.557, -0.289], [1.759, 0.039, 0.985], [0.698, -0.776, 0.639], [0.397, -1.905, 1.565], [1.173, -2.906, 1.970], [-0.545, 2.793, -2.794], [-2.002, 3.580, -2.183], [-0.547, 3.497, -1.221], [-2.040, 1.842, -0.343], [-2.332, 1.100, -1.952], [0.267, 0.714, -1.993], [0.169, 1.335, -0.328], [-0.699, -1.494, -0.718], [-2.001, -0.539, 0.283], [1.860, 1.048, 0.615], [2.547, -0.391, 1.586], [-0.663, -1.903, 1.825], [0.798, -3.607, 2.708], [2.189, -3.039, 1.620]], "lowdin_spin": [0.001, 0.026, 0.003, 0.175, 0.254, 0.101, 0.028, 0.000, 0.001, 0.000, 0.001, 0.017, 0.008, 0.005, 0.002, 0.008, 0.285, 0.031, 0.029, 0.024, 0.001, 0.000], "spin_multiplicity": 2, "total_charge": -1, "e_homo_ha": [-0.0087, -0.1152], "s_squared": 0.771}

---

We obtain energy relative to the best compared isomer or geometry (same formula, charge and spin) values of 73.6 38.9 83.4 36.7 94.3 52.7 kcal per mole for the records listed above, in that order.